{"formula": "C3H7NOS", "method": "ωB97M-V/def2-TZVPD", "spin_multiplicity": 1, "gap_ev": [8.91, 8.92], "de_lowest_ev": 4.270, "max_force_ev_per_a": 2.796, "e_tot_ev": -17593.6594, "species": ["C", "C", "C", "N", "O", "S", "H", "H", "H", "H", "H", "H", "H"], "positions_angstrom": [[-1.22161, 0.89602, 0.76651], [-1.41971, -0.25738, -0.15962], [-0.12169, -0.11220, 0.57033], [2.38187, 0.05045, 0.70192], [1.21357, -1.27026, -1.81934], [1.33177, 0.41089, -0.34364], [-1.08539, 1.88368, 0.34957], [-1.73731, 0.89185, 1.71403], [-2.07755, -1.05845, 0.13898], [-1.42117, -0.07991, -1.22370], [0.15600, -0.78486, 1.36760], [3.32572, 0.32136, 0.45762], [0.67549, -0.89121, -2.52026]], "forces_ev_per_angstrom": [[-0.061, 0.203, 0.000], [0.022, 0.038, -0.058], [0.124, 0.081, -0.472], [0.062, -0.257, 0.268], [0.258, 1.881, 2.053], [-0.652, -2.286, -1.244], [-0.001, 0.026, -0.102], [0.057, -0.042, 0.117], [0.066, -0.089, 0.105], [0.072, 0.093, -0.083], [0.070, -0.045, -0.033], [0.069, 0.257, -0.325], [-0.086, 0.141, -0.225]], "nbo_charge": [-0.412, -0.398, -0.425, -0.970, -0.972, 1.200, 0.220, 0.229, 0.232, 0.225, 0.263, 0.377, 0.432]}

***

{"formula": "C3H7NOS", "method": "ωB97M-V/def2-TZVPD", "smiles": "N[C@@H](C=O)CS", "spin_multiplicity": 1, "gap_ev": 9.80, "de_lowest_ev": 1.441, "max_force_ev_per_a": 0.569, "e_tot_ev": -17596.4878, "species": ["N", "C", "C", "O", "C", "S", "H", "H", "H", "H", "H", "H", "H"], "positions_angstrom": [[0.51240, -0.94008, -1.17942], [-0.13468, -0.34607, -0.05272], [0.19802, -1.11369, 1.21182], [1.28004, -1.55485, 1.48259], [0.21363, 1.15787, 0.09748], [-0.90248, 2.23717, -0.84148], [0.34595, -0.51947, -2.07333], [0.94921, -1.83745, -1.08995], [-1.23288, -0.39404, -0.12096], [-0.64549, -1.26713, 1.91126], [1.22062, 1.26679, -0.29445], [0.20457, 1.46282, 1.14488], [-2.00891, 1.84813, -0.19571]], "forces_ev_per_angstrom": [[0.136, 0.403, 0.204], [-0.471, -0.046, -0.145], [0.134, 0.052, 0.195], [0.146, -0.100, -0.149], [-0.085, -0.453, 0.334], [0.202, -0.046, -0.100], [0.037, -0.317, -0.120], [-0.072, 0.071, -0.175], [-0.005, -0.083, -0.049], [-0.055, 0.167, 0.049], [0.054, 0.261, 0.010], [0.028, 0.042, -0.039], [-0.049, 0.051, -0.015]], "nbo_charge": [-0.875, -0.155, 0.443, -0.504, -0.522, -0.027, 0.389, 0.398, 0.167, 0.109, 0.245, 0.218, 0.114]}

***

{"formula": "C3H7NOS", "method": "ωB97M-V/def2-TZVPD", "spin_multiplicity": 1, "gap_ev": 3.82, "de_lowest_ev": 8.588, "max_force_ev_per_a": 5.107, "e_tot_ev": -17589.3409, "species": ["O", "C", "C", "C", "S", "N", "H", "H", "H", "H", "H", "H", "H"], "positions_angstrom": [[-1.46214, -1.95191, -0.32133], [-1.69159, -0.87393, 0.24233], [-0.29074, 0.23557, 0.07865], [-1.50357, 0.45685, -0.67997], [3.05521, 1.58471, 0.46732], [0.85618, -0.39767, -0.42486], [-2.52920, -0.89209, 0.95961], [-0.09487, 0.96375, 0.86649], [-1.42822, 0.25229, -1.73024], [-1.92717, 1.43338, -0.40627], [4.16913, 0.25653, 1.32945], [1.13138, -1.30690, -0.10007], [1.71561, 0.23941, -0.28110]], "forces_ev_per_angstrom": [[0.245, 1.713, 1.180], [-3.373, -2.973, -2.422], [3.564, 1.568, -1.999], [1.807, 0.413, 1.115], [2.067, -2.912, 1.579], [-1.518, 0.802, 0.244], [0.928, 0.653, 0.762], [-0.253, -0.286, 0.586], [-0.246, -0.630, -0.211], [-0.577, -0.902, 0.257], [-2.419, 2.768, -1.804], [-0.183, -0.413, -0.132], [-0.042, 0.198, 0.845]], "nbo_charge": [-0.392, 0.296, 0.191, -0.461, -0.687, -0.839, 0.198, 0.234, 0.273, 0.258, 0.092, 0.421, 0.417]}

***

{"formula": "C3H7NOS", "method": "ωB97M-V/def2-TZVPD", "smiles": "O=CNCCS", "spin_multiplicity": 1, "gap_ev": 10.21, "de_lowest_ev": 0.905, "max_force_ev_per_a": 2.258, "e_tot_ev": -17597.0248, "species": ["O", "C", "N", "C", "C", "S", "H", "H", "H", "H", "H", "H", "H"], "positions_angstrom": [[2.25925, 0.38571, -1.94290], [1.36535, 0.85711, -1.30782], [0.09124, 0.30143, -1.30117], [-0.64233, 0.25630, -0.05823], [-0.16410, -0.90537, 0.84740], [-0.80451, -0.84840, 2.52355], [1.36864, 1.76371, -0.68065], [0.00978, -0.43912, -1.97060], [-0.60394, 1.24009, 0.40480], [-1.71037, 0.07323, -0.21895], [-0.13910, -1.89139, 0.38656], [0.89760, -0.66253, 0.98629], [-1.92752, -0.13077, 2.33172]], "forces_ev_per_angstrom": [[0.983, 0.316, -0.535], [-1.805, -0.522, 0.425], [0.487, 0.744, 0.059], [-1.112, -1.164, -0.152], [1.615, 1.579, -0.015], [-0.397, -0.122, 0.416], [0.575, 0.044, 0.064], [-0.172, -0.564, 0.034], [0.372, -0.119, 0.382], [0.049, 0.223, -0.455], [-0.720, 0.058, -0.114], [0.025, -0.301, 0.110], [0.101, -0.173, -0.220]], "nbo_charge": [-0.569, 0.536, -0.636, -0.225, -0.548, -0.025, 0.106, 0.393, 0.213, 0.201, 0.223, 0.215, 0.118]}

***

{"formula": "C3H7NOS", "method": "ωB97M-V/def2-TZVPD", "smiles": "NC(=O)CCS", "spin_multiplicity": 1, "gap_ev": 9.84, "de_lowest_ev": 0.207, "max_force_ev_per_a": 0.908, "e_tot_ev": -17597.7225, "species": ["N", "C", "O", "C", "C", "S", "H", "H", "H", "H", "H", "H", "H"], "positions_angstrom": [[1.12746, -0.62823, -1.92680], [0.83794, 0.25104, -0.90142], [1.50784, 1.22793, -0.67640], [-0.37924, -0.09054, -0.06363], [-0.40615, 0.68519, 1.24216], [-1.53089, 0.01068, 2.49144], [1.35269, -0.24695, -2.83117], [0.45144, -1.37322, -2.00540], [-1.28396, 0.11525, -0.63809], [-0.38380, -1.17069, 0.09370], [-0.75401, 1.70048, 1.03807], [0.58682, 0.78573, 1.68623], [-1.12613, -1.26668, 2.49130]], "forces_ev_per_angstrom": [[-0.774, -0.475, 0.012], [-0.022, 0.305, -0.095], [0.144, 0.353, -0.136], [0.172, -0.363, 0.134], [0.282, 0.021, 0.142], [-0.419, 0.133, 0.027], [0.476, 0.246, 0.142], [0.021, -0.053, -0.130], [0.023, 0.053, -0.122], [-0.004, -0.082, 0.204], [0.000, -0.090, 0.182], [-0.083, -0.105, -0.253], [0.184, 0.056, -0.105]], "nbo_charge": [-0.828, 0.681, -0.584, -0.520, -0.513, -0.036, 0.399, 0.372, 0.236, 0.215, 0.235, 0.232, 0.112]}

***

{"formula": "C3H7NOS", "method": "ωB97M-V/def2-TZVPD", "smiles": "C/C=C/O.N=S", "spin_multiplicity": 1, "gap_ev": [7.00, 6.97], "de_lowest_ev": 4.704, "max_force_ev_per_a": 5.038, "e_tot_ev": -17593.2256, "species": ["C", "C", "C", "O", "H", "H", "H", "H", "H", "H", "N", "S", "H"], "positions_angstrom": [[-1.36947, 0.99855, 0.34609], [-0.40486, -0.05082, 0.70896], [0.09655, -0.93490, -0.14035], [0.76324, -2.03503, 0.26917], [-1.35819, 1.77654, 1.04203], [-2.34244, 0.62238, 0.17045], [-0.82603, 1.29069, -0.52849], [0.10859, -0.16484, 1.72722], [-0.31388, -0.98318, -1.11700], [0.48680, -2.83424, -0.12228], [1.65660, 0.30390, -0.78610], [1.28098, 1.70693, -1.56212], [2.22210, 0.30404, -0.00760]], "forces_ev_per_angstrom": [[1.993, -1.244, 0.116], [1.112, -0.469, 3.834], [-1.009, -1.370, -0.922], [1.487, 1.216, 1.527], [-0.204, 1.260, 1.042], [-0.941, -0.228, -0.527], [-0.412, 1.309, -1.570], [-1.173, 0.499, -1.143], [-0.191, -0.082, -1.040], [-0.573, -1.068, -1.069], [-2.335, 1.049, -4.340], [0.764, -1.737, 1.401], [1.483, 0.863, 2.692]], "nbo_charge": [-0.652, -0.186, 0.196, -0.696, 0.225, 0.233, 0.227, 0.205, 0.174, 0.491, -0.704, 0.145, 0.342]}

***

{"formula": "C3H7NOS", "method": "ωB97M-V/def2-TZVPD", "spin_multiplicity": 1, "gap_ev": 7.44, "de_lowest_ev": 6.452, "max_force_ev_per_a": 3.070, "e_tot_ev": -17591.4773, "species": ["C", "C", "C", "N", "O", "S", "H", "H", "H", "H", "H", "H", "H"], "positions_angstrom": [[0.99831, -0.66184, -1.16733], [1.12478, -0.25074, 0.18945], [-0.15612, -0.59369, 1.00942], [-0.96672, 1.29542, -0.57812], [-2.78798, -0.08522, 0.49492], [-1.51143, -0.23303, -0.21559], [1.97587, -0.38502, -1.77833], [1.90611, -1.01083, 0.31294], [1.73462, 0.67682, 0.57526], [-0.19356, -1.74211, 1.19054], [-0.28056, -0.13666, 2.00150], [-0.20320, 1.13041, -1.17973], [-1.64012, 1.99650, -0.85494]], "forces_ev_per_angstrom": [[2.564, -0.022, -1.689], [0.103, 1.765, 1.866], [0.344, -1.749, -0.145], [-0.041, 0.921, 1.044], [-0.028, 0.293, 0.356], [-1.067, -1.434, 0.730], [-1.620, -0.096, 1.174], [0.478, -0.970, 0.094], [-1.179, -1.378, -0.919], [-0.059, 1.875, -0.478], [-0.059, 0.338, -0.597], [0.655, 0.851, -1.225], [-0.091, -0.394, -0.210]], "nbo_charge": [-0.116, -0.621, -0.632, -1.077, -0.967, 1.448, 0.132, 0.324, 0.252, 0.228, 0.243, 0.370, 0.417]}

***

{"formula": "C3H7NOS", "method": "ωB97M-V/def2-TZVPD", "smiles": "CCONC=S", "spin_multiplicity": 1, "gap_ev": 9.17, "de_lowest_ev": 2.826, "max_force_ev_per_a": 2.118, "e_tot_ev": -17595.1030, "species": ["C", "C", "O", "N", "C", "S", "H", "H", "H", "H", "H", "H", "H"], "positions_angstrom": [[-0.75064, -1.62424, -0.90008], [-0.72906, -0.50890, 0.10336], [0.66399, -0.32234, 0.30473], [0.89747, 0.81908, 0.96591], [1.12580, 1.99279, 0.38819], [0.94111, 2.27339, -1.21901], [0.13906, -1.48570, -1.52920], [-0.72455, -2.58220, -0.41174], [-1.60474, -1.59304, -1.55730], [-1.11435, 0.41312, -0.36625], [-1.21879, -0.75718, 1.05823], [0.92811, 0.69712, 1.98495], [1.44661, 2.67810, 1.17819]], "forces_ev_per_angstrom": [[0.127, -0.074, -0.426], [-0.483, 0.255, -0.804], [0.437, -0.242, -0.028], [0.386, 0.289, 2.062], [-0.174, -0.406, -0.376], [0.244, 0.339, 0.345], [-0.255, -0.234, 0.117], [0.160, -0.494, 0.059], [-0.431, 0.047, -0.067], [-0.092, -0.298, 0.509], [0.017, 0.238, -0.278], [0.176, 0.211, -0.693], [-0.111, 0.368, -0.420]], "nbo_charge": [-0.634, -0.082, -0.357, -0.272, -0.095, -0.166, 0.236, 0.208, 0.218, 0.198, 0.170, 0.378, 0.196]}